132
Properties=species:S:1:pos:R:3:forces:R:3 method="wB97M-V/def2-TZVPD" orbital_gap_ev=11.18 spin_multiplicity=1 charge=0 homo_ha=-0.4090 lumo_energy_ev=0.048 relative_energy_ev=4.914 molar_mass_g_mol=760.2 smiles=CCCC#N.CCCC#N.CCCC#N.CCCC#N.CCCC#N.CCCC#N.CCCC#N.CCCC#N.CCCC#N.CCCC#N.CCCC#N
C 2.51422 -4.79943 -4.44131 0.27 -1.44 1.55
C 2.89318 -6.27841 -3.89034 -2.25 1.38 -1.46
C 2.15788 -7.28870 -4.78520 0.66 -0.49 -0.92
C 0.70178 -7.24617 -4.90672 -1.58 0.88 0.45
N -0.45514 -7.18627 -4.98617 1.56 -0.18 0.07
H 1.43671 -4.66856 -4.54087 -0.05 -0.20 0.16
H 2.93966 -4.56047 -5.41600 0.34 -0.19 0.18
H 2.85616 -4.12347 -3.65756 0.07 0.39 -0.38
H 2.44938 -6.49573 -2.91879 0.69 0.72 0.45
H 3.97367 -6.40240 -3.96304 -0.22 -0.30 0.29
H 2.35162 -8.32316 -4.50161 0.46 -0.05 -0.10
H 2.53119 -7.09708 -5.79119 0.05 -0.50 -0.26
C -3.00425 -1.21523 5.51221 -0.84 -0.18 0.63
C -3.21362 -1.69915 6.93242 -0.51 -0.30 0.51
C -3.27954 -3.22400 7.06202 0.70 -0.34 0.60
C -4.16431 -3.97845 6.16197 -1.88 -1.61 -1.80
N -4.84392 -4.65214 5.47431 1.96 2.11 1.95
H -2.10168 -1.62518 5.05897 0.02 0.27 0.01
H -3.05828 -0.12659 5.50474 0.29 -0.08 -0.37
H -3.88251 -1.61703 5.00693 0.15 0.22 -0.67
H -4.16639 -1.38055 7.35532 -0.29 0.45 -0.48
H -2.52149 -1.28378 7.66491 0.50 -0.33 -0.17
H -3.56423 -3.44343 8.09105 -0.26 -0.20 0.00
H -2.29343 -3.68073 6.97792 0.17 0.02 -0.27
C 0.16721 -0.65958 -0.72242 -0.29 1.16 1.05
C -0.18249 0.86189 -0.51412 0.75 -0.05 -0.99
C 0.83075 1.75080 0.28636 0.18 -0.44 0.48
C 1.12337 1.35711 1.68595 0.28 -1.43 4.34
N 1.35792 1.00546 2.80385 -0.94 1.49 -4.77
H -0.59842 -1.24773 -1.22839 -0.13 0.47 -0.29
H 0.22924 -1.12072 0.26328 0.45 -0.12 0.02
H 1.10569 -0.74071 -1.27084 0.01 -0.14 0.17
H -1.21113 1.05598 -0.21025 0.13 -0.31 0.58
H -0.15226 1.33599 -1.49515 0.00 -0.04 -0.26
H 0.52809 2.79689 0.23949 -0.43 -0.05 0.37
H 1.83569 1.83005 -0.12827 0.00 -0.55 -0.67
C 2.92079 -2.56533 6.46383 -0.92 -0.18 -0.25
C 4.38542 -2.30963 6.28302 0.34 -0.54 0.91
C 5.21335 -3.47301 5.70070 -0.13 0.85 -0.22
C 4.72442 -4.02982 4.48073 -0.80 -0.19 -2.84
N 4.39619 -4.42231 3.44185 0.17 0.23 1.13
H 2.50737 -1.81208 7.13449 -0.17 -0.14 0.03
H 2.65282 -3.56401 6.80870 0.30 -0.03 0.42
H 2.38674 -2.49106 5.51652 0.05 0.23 -0.14
H 4.87073 -2.16129 7.24768 -0.17 0.19 0.25
H 4.47863 -1.34800 5.77835 0.44 -0.30 -0.51
H 5.26519 -4.37666 6.30800 0.42 0.54 0.88
H 6.16938 -3.00846 5.45926 0.44 -0.65 0.28
C -2.32338 5.91636 6.39528 -0.01 -0.40 0.17
C -1.63412 6.55453 5.17971 0.37 -0.68 0.88
C -2.50228 6.68467 3.94986 -0.41 -0.06 -0.83
C -3.03068 5.40835 3.40309 -1.11 -2.54 -0.05
N -3.39159 4.36434 3.00094 0.97 2.88 0.96
H -2.73226 4.93035 6.17463 -0.03 -0.02 -0.16
H -3.12357 6.49872 6.85205 -0.15 0.29 -0.43
H -1.62612 5.77109 7.22040 0.29 0.00 -0.17
H -0.76449 5.95938 4.90105 0.11 -0.05 0.19
H -1.26175 7.51622 5.53269 -0.02 0.23 -0.53
H -1.96503 7.02644 3.06518 0.41 0.62 0.27
H -3.28184 7.41523 4.16586 -0.39 -0.28 -0.32
C 6.00556 -0.46452 -0.81191 -0.12 0.39 0.49
C 7.21086 -1.29167 -0.36198 -0.40 0.30 -1.14
C 6.95976 -2.75489 -0.73211 0.36 -1.05 0.09
C 7.83921 -3.65848 0.00655 -1.54 1.20 -0.63
N 8.52535 -4.34812 0.58311 1.46 -1.37 1.12
H 5.09727 -0.93327 -0.43327 -0.15 0.11 -0.03
H 5.90081 -0.33373 -1.88896 0.21 -0.35 -0.08
H 6.04660 0.54704 -0.40797 0.02 0.01 0.11
H 7.39139 -1.19242 0.70837 -0.22 -0.14 -0.01
H 8.09631 -0.89762 -0.86077 0.19 -0.23 0.03
H 7.11217 -3.11966 -1.74790 0.24 1.00 -0.57
H 5.92019 -3.05279 -0.59554 -0.06 0.11 0.65
C 0.76150 8.63330 -2.43884 -0.06 -1.11 -0.36
C -0.18534 8.88938 -1.28560 -1.07 1.75 -0.98
C 0.49793 9.33697 -0.00556 0.23 -1.21 0.77
C 1.27309 8.20261 0.50402 1.99 -2.17 1.58
N 1.93485 7.34573 0.95391 -1.68 1.93 -1.19
H 1.32416 9.53587 -2.67731 0.34 -0.20 0.26
H 0.27858 8.34847 -3.37359 -0.58 0.24 0.09
H 1.37148 7.74758 -2.26125 0.61 0.34 0.27
H -0.98403 8.17683 -1.07942 0.66 -0.77 0.06
H -0.81632 9.70323 -1.64284 0.01 0.55 0.19
H -0.22696 9.54487 0.78148 -0.12 0.30 -0.10
H 1.23090 10.14343 -0.02745 -0.35 0.33 -0.60
C -5.94652 -1.60619 0.02878 1.18 -0.58 0.03
C -6.89641 -1.18555 1.09576 -1.34 -0.59 0.08
C -7.55161 -2.42854 1.78911 0.35 0.41 0.16
C -8.07916 -3.49591 0.92561 -0.64 -1.18 -1.65
N -8.47180 -4.34104 0.22078 0.78 1.75 1.49
H -5.21730 -2.27388 0.48759 0.25 -0.15 0.00
H -5.35522 -0.77712 -0.35993 -0.28 0.04 -0.29
H -6.40925 -2.20906 -0.75258 -0.12 0.36 -0.16
H -7.68813 -0.57548 0.66091 -0.08 0.13 0.11
H -6.39991 -0.59674 1.86705 -0.05 -0.05 0.03
H -8.35250 -2.09872 2.45085 0.00 -0.08 0.05
H -6.78490 -2.89942 2.40435 -0.01 -0.07 0.17
C 4.47931 4.15482 -8.51377 0.23 1.05 0.08
C 4.74022 5.47124 -7.68306 -0.87 -2.19 1.14
C 3.60811 5.62401 -6.63958 -0.24 1.90 -0.33
C 3.25650 4.52086 -5.79492 -0.31 -1.89 0.53
N 2.93090 3.64199 -5.11865 0.31 0.72 -0.47
H 5.34080 3.97391 -9.15659 -0.26 -0.14 -0.19
H 3.55506 4.23751 -9.08562 0.18 0.43 -0.46
H 4.26210 3.24992 -7.94626 0.54 0.22 0.62
H 4.86132 6.37375 -8.28217 -0.22 -0.20 -0.02
H 5.59793 5.36734 -7.01852 0.55 -0.15 -0.59
H 2.68583 5.99512 -7.08654 -0.14 -0.14 -0.21
H 3.86399 6.39593 -5.91379 0.21 0.37 -0.10
C -3.34778 2.85511 -4.93987 0.13 -1.04 1.54
C -3.88847 1.67650 -5.72331 0.06 1.19 -0.22
C -5.36859 1.52646 -5.59176 -1.88 0.95 -0.97
C -6.14068 2.68778 -6.19928 1.02 -1.79 0.44
N -6.71050 3.56003 -6.66827 -0.31 0.57 -0.21
H -2.30780 3.04100 -5.20814 -0.18 0.40 0.08
H -3.38433 2.50996 -3.90660 0.43 0.28 0.41
H -3.99353 3.73295 -4.91753 0.20 0.10 -0.70
H -3.53484 0.69629 -5.40358 0.85 0.29 -0.20
H -3.63571 1.94239 -6.74972 -0.14 -0.94 -0.34
H -5.78637 1.46208 -4.58705 0.52 -0.20 0.28
H -5.59745 0.59223 -6.10453 -0.68 0.19 -0.11
C -1.63661 -6.30033 1.56386 -0.30 -0.99 -1.47
C -1.25353 -6.90285 0.14625 0.05 0.74 0.75
C -0.47635 -8.22749 0.32475 -0.23 0.38 -0.31
C -1.36399 -9.25440 0.89099 -1.36 -1.72 1.09
N -2.07385 -10.07609 1.32633 1.57 1.85 -0.97
H -0.97069 -5.48114 1.83507 0.01 -0.19 0.04
H -1.55525 -7.13431 2.26097 -0.19 0.38 0.41
H -2.66523 -5.94111 1.53207 0.08 0.02 0.26
H -0.71546 -6.09005 -0.34152 0.69 -0.51 -0.25
H -2.06661 -7.09157 -0.55473 -0.45 -0.02 0.51
H 0.38525 -8.08031 0.97596 0.00 -0.13 0.05
H -0.13056 -8.64335 -0.62161 0.15 0.19 -0.11